Entry 1:
C34H59ClN2O2SiTi | ωB97M-V with the def2-TZVPD basis set

Summary:
- E_LUMO (spin up / spin down) (eV) = 0.70 / 0.69
- HOMO-LUMO gap (spin up / spin down) (eV) = 5.7 / 8.1
- spin multiplicity = 3

Element x y z (Å)
O 1.402 -1.814 -1.142
O 0.739 -0.295 -2.996
C 2.699 -1.947 -0.519
C 2.798 -3.124 0.404
H 2.899 -0.987 -0.019
H 3.427 -2.021 -1.344
H 2.262 -2.913 1.340
H 3.842 -3.317 0.665
H 2.365 -4.016 -0.068
C 0.325 -2.735 -0.826
C 0.198 -3.794 -1.892
H -0.607 -2.139 -0.782
H 0.482 -3.191 0.169
H -0.130 -3.380 -2.853
H -0.574 -4.518 -1.595
H 1.131 -4.355 -2.033
C -0.470 0.121 -3.654
C 1.773 -0.901 -3.797
C -1.570 -0.901 -3.487
H -0.269 0.362 -4.707
H -0.784 1.052 -3.168
H -1.335 -1.833 -4.029
H -2.514 -0.502 -3.889
H -1.724 -1.153 -2.427
C 1.293 -1.923 -4.786
H 2.458 -1.407 -3.096
H 2.385 -0.130 -4.299
H 0.814 -2.750 -4.253
H 2.152 -2.328 -5.339
H 0.588 -1.475 -5.491
H 0.850 -0.158 -1.040
N -0.603 -0.532 2.610
C -1.316 0.036 3.636
C -2.066 1.221 3.576
C -2.437 1.964 2.449
C -1.355 -0.744 4.923
H -0.357 -1.105 5.219
H -2.027 -1.615 4.839
H -1.736 -0.098 5.725
C -3.590 2.908 2.441
H -4.359 2.623 1.711
H -3.291 3.934 2.191
H -4.063 2.943 3.432
N -1.713 1.875 1.319
C -0.273 -1.944 2.737
C 0.924 -2.363 3.360
C 1.906 -1.413 3.977
C 1.181 -3.732 3.527
H 2.124 -4.038 3.984
C 0.239 -4.688 3.170
H 0.454 -5.748 3.290
C -0.995 -4.265 2.692
H -1.784 -4.993 2.497
C -1.278 -2.911 2.505
C -2.689 -2.526 2.189
C -2.103 2.534 0.119
C -1.482 3.761 -0.177
C -0.702 4.471 0.891
C -1.499 4.210 -1.503
H -0.959 5.129 -1.756
C -2.189 3.486 -2.483
H -2.233 3.861 -3.510
C -2.831 2.282 -2.165
H -3.354 1.697 -2.932
C -2.810 1.796 -0.853
C -3.388 0.448 -0.529
Ti 0.027 1.026 1.428
H 2.815 -1.335 3.362
H 2.237 -1.795 4.958
H 1.500 -0.412 4.137
H -2.757 -1.726 1.444
H -3.237 -2.214 3.092
H -3.215 -3.403 1.794
H -0.495 5.498 0.564
H 0.274 4.001 1.109
H -1.240 4.532 1.848
H -3.766 0.365 0.499
H -2.650 -0.364 -0.667
H -4.227 0.232 -1.207
H -2.527 1.519 4.522
C 0.761 1.000 -0.617
Si 2.016 2.065 -1.794
H -0.156 1.565 -0.883
H 1.496 1.356 0.197
C 3.656 1.199 -2.004
C 2.438 3.684 -0.849
C 1.416 2.670 -3.477
H 2.029 3.533 -3.787
H 0.367 3.001 -3.462
H 1.540 1.907 -4.262
H 4.159 1.090 -1.033
H 4.273 1.837 -2.661
H 3.544 0.219 -2.485
H 2.667 3.524 0.215
H 1.650 4.449 -0.949
H 3.347 4.084 -1.333
Cl 1.074 2.471 3.586
C 1.869 1.605 2.266
H 2.617 2.217 1.763
H 2.248 0.607 2.544

Atomic partial charges in e from the Löwdin method, atoms 1 to 6: atom 1 (O): -0.260, atom 2 (O): -0.262, atom 3 (C): -0.228, atom 4 (C): -0.064, atom 5 (H): 0.114, atom 6 (H): 0.113



Entry 2:
C34H59F6N8O10P | ωB97M-V with the def2-TZVPD basis set

Summary:
- E_LUMO (eV) = 3.21
- HOMO-LUMO gap (eV) = 5.7
- total charge = -2

Element x y z (Å)
C 30.700 -37.720 -16.950
C 30.467 -36.207 -17.133
N 29.316 -35.923 -17.937
C 28.957 -34.730 -18.416
C 27.866 -34.799 -19.266
N 27.650 -36.074 -19.452
C 28.527 -36.780 -18.613
C 26.646 -36.632 -20.396
H 31.515 -37.941 -16.261
H 30.914 -38.251 -17.878
H 29.840 -38.274 -16.575
H 31.296 -35.808 -17.718
H 30.539 -35.681 -16.181
H 29.474 -33.856 -18.049
H 27.297 -34.052 -19.799
H 28.541 -37.856 -18.514
H 26.915 -37.630 -20.742
H 26.638 -36.033 -21.306
H 25.625 -36.642 -20.014
C 28.386 -31.133 -22.628
C 29.337 -31.871 -21.729
N 28.799 -31.877 -20.373
C 27.702 -32.517 -20.004
C 27.469 -32.044 -18.728
N 28.342 -31.005 -18.417
C 29.174 -30.894 -19.473
C 28.302 -30.174 -17.255
H 27.438 -31.670 -22.583
H 28.692 -31.111 -23.674
H 28.462 -30.069 -22.405
H 30.293 -31.349 -21.696
H 29.594 -32.884 -22.039
H 27.250 -33.313 -20.578
H 26.662 -32.296 -18.055
H 29.932 -30.132 -19.586
H 27.649 -30.755 -16.603
H 27.901 -29.194 -17.511
H 29.332 -30.096 -16.909
C 31.295 -33.450 -20.198
C 31.755 -34.388 -21.323
N 31.202 -35.629 -21.176
C 31.621 -36.641 -20.337
C 30.721 -37.767 -20.375
N 29.739 -37.383 -21.303
C 30.099 -36.154 -21.819
C 28.638 -38.161 -21.799
H 31.817 -32.493 -20.176
H 31.279 -33.921 -19.216
H 30.229 -33.244 -20.293
H 32.824 -34.585 -21.241
H 31.601 -33.978 -22.321
H 32.481 -36.528 -19.693
H 30.624 -38.668 -19.788
H 29.539 -35.595 -22.554
H 29.049 -38.881 -22.506
H 27.959 -37.493 -22.330
H 28.154 -38.661 -20.960
C 23.309 -32.505 -22.319
C 24.829 -32.640 -21.961
N 25.232 -31.558 -21.105
C 26.025 -30.509 -21.447
C 26.126 -29.665 -20.340
N 25.484 -30.337 -19.266
C 24.906 -31.471 -19.723
C 25.489 -29.965 -17.847
H 22.964 -31.651 -22.901
H 22.687 -32.450 -21.425
H 22.986 -33.314 -22.974
H 25.471 -32.637 -22.842
H 25.157 -33.609 -21.585
H 26.297 -30.389 -22.485
H 26.576 -28.691 -20.215
H 24.318 -32.157 -19.132
H 24.650 -29.290 -17.679
H 26.291 -29.339 -17.455
H 25.554 -30.886 -17.268
C 31.645 -30.501 -22.321
C 31.383 -29.393 -21.287
O 30.206 -29.285 -21.011
O 32.284 -28.668 -20.814
H 32.481 -30.362 -23.006
H 30.774 -30.671 -22.953
H 31.950 -31.449 -21.879
C 26.550 -26.427 -17.912
C 26.480 -27.419 -19.058
O 25.490 -27.234 -19.778
O 27.290 -28.299 -19.173
H 25.628 -26.362 -17.335
H 26.819 -25.445 -18.300
H 27.336 -26.709 -17.211
C 24.642 -32.477 -15.994
C 25.857 -31.868 -15.260
O 25.959 -32.203 -14.038
O 26.755 -31.299 -15.917
H 23.718 -32.181 -15.496
H 24.721 -33.557 -16.121
H 24.631 -32.148 -17.033
C 26.877 -34.333 -16.972
C 25.840 -34.435 -18.046
O 25.004 -35.358 -17.939
O 25.743 -33.564 -18.931
H 26.404 -33.831 -16.128
H 27.706 -33.703 -17.294
H 27.367 -35.239 -16.617
C 26.675 -34.058 -22.184
C 28.102 -34.632 -22.130
O 28.336 -35.527 -23.014
O 28.842 -34.178 -21.245
H 26.328 -33.882 -21.166
H 25.957 -34.665 -22.736
H 26.778 -33.062 -22.615
P 30.590 -32.582 -17.106
F 30.625 -32.779 -18.741
F 30.531 -34.206 -16.994
F 32.200 -32.611 -17.209
F 30.684 -32.626 -15.461
F 30.526 -30.945 -16.977
F 28.957 -32.594 -17.197

Atomic partial charges in e from the Löwdin method, atoms 1 to 6: atom 1 (C): -0.064, atom 2 (C): -0.173, atom 3 (N): 0.027, atom 4 (C): -0.071, atom 5 (C): -0.110, atom 6 (N): 0.029